(1)
Computed, not measured: a cluster of 2 separate species, C15H18 in total at a distorted geometry, with wB97M-V/def2-TZVPD.

Gap between HOMO and LUMO   9.6 eV
Highest occupied orbital energy   -0.3218 Eh
Relative energy (zero: lowest compared OMol25 entry of this formula, charge and spin)   27.78 kcal/mol
Maximum force   2.79 eV Å⁻¹

Positions of all 33 atoms, in Å:
C (0.890, 3.074, -1.927)
C (1.344, 1.712, -1.363)
C (1.741, 1.803, 0.123)
C (1.755, 0.732, 0.977)
C (2.310, 0.833, 2.257)
C (2.843, 2.056, 2.613)
C (2.846, 3.202, 1.760)
C (2.450, 2.977, 0.448)
H (0.120, 2.891, -2.700)
H (1.598, 3.618, -2.543)
H (0.397, 3.695, -1.192)
H (0.490, 1.053, -1.509)
H (2.192, 1.144, -1.763)
H (1.171, -0.130, 0.663)
H (2.469, 0.004, 2.926)
H (3.481, 2.213, 3.475)
H (3.257, 4.105, 2.180)
H (2.842, 3.672, -0.269)
C (-4.198, -1.522, -0.249)
C (-2.875, -2.181, -0.245)
C (-2.265, -2.564, -1.457)
C (-1.152, -3.382, -1.447)
C (-0.590, -3.738, -0.227)
C (-1.067, -3.239, 0.973)
C (-2.229, -2.459, 0.952)
H (-4.152, -0.594, -0.853)
H (-4.647, -1.254, 0.697)
H (-4.798, -2.046, -1.011)
H (-2.700, -2.176, -2.373)
H (-0.744, -3.748, -2.380)
H (0.302, -4.353, -0.296)
H (-0.523, -3.419, 1.890)
H (-2.557, -1.978, 1.866)

Löwdin population analysis, charges in e, atoms 1 to 2: atom 1 (C): -0.116, atom 2 (C): -0.190

***

(2)
Computed, not measured: a cluster of 2 separate species, C15H18 in total at a distorted geometry, with wB97M-V/def2-TZVPD.

Gap between HOMO and LUMO   10.0 eV
Highest occupied orbital energy   -0.3324 Eh
Relative energy (zero: lowest compared OMol25 entry of this formula, charge and spin)   3.07 kcal/mol
Maximum force   1.41 eV Å⁻¹

Positions of all 33 atoms, in Å:
C (-3.030, 0.304, -1.394)
C (-3.008, -1.176, -1.055)
C (-1.657, -1.843, -1.153)
C (-1.539, -3.240, -1.135)
C (-0.323, -3.886, -1.068)
C (0.869, -3.157, -1.166)
C (0.775, -1.785, -1.185)
C (-0.467, -1.145, -1.199)
H (-2.459, 0.910, -0.682)
H (-4.069, 0.627, -1.363)
H (-2.581, 0.587, -2.342)
H (-3.332, -1.276, -0.024)
H (-3.693, -1.708, -1.710)
H (-2.450, -3.833, -1.100)
H (-0.222, -4.955, -1.166)
H (1.832, -3.642, -1.253)
H (1.636, -1.152, -1.342)
H (-0.404, -0.062, -1.214)
C (0.190, 3.008, 0.083)
C (1.170, 2.362, 1.006)
C (1.560, 2.966, 2.188)
C (2.437, 2.316, 3.052)
C (2.953, 1.072, 2.713)
C (2.580, 0.476, 1.519)
C (1.766, 1.157, 0.627)
H (0.417, 2.891, -0.984)
H (0.153, 4.087, 0.163)
H (-0.846, 2.689, 0.188)
H (1.118, 3.905, 2.509)
H (2.729, 2.788, 3.984)
H (3.573, 0.576, 3.453)
H (2.824, -0.566, 1.366)
H (1.500, 0.705, -0.317)

Löwdin population analysis, charges in e, atoms 1 to 2: atom 1 (C): -0.114, atom 2 (C): -0.203